1.
This record from OMol25 describes 14 unconnected molecules or ions with the total composition C23H66F2N2O18. The level of theory is the ωB97M-V functional and the def2-TZVPD basis.

Geometry as XYZ:
```
111
Properties=species:S:1:pos:R:3:forces:R:3:mulliken_charge:R:1
C -4.46480 -2.43918 0.47689 0.084 0.562 -0.006 -1.383
C -3.11358 -1.64872 0.41694 -1.116 -2.185 1.562 1.822
N -2.96763 -1.34488 -1.02913 1.218 -0.047 -0.316 0.639
C -1.78017 -0.62928 -1.34008 -0.082 -2.608 -1.049 -0.113
O -1.58112 0.47825 -1.12013 0.466 4.284 0.906 -0.233
F -0.81267 -1.29064 -1.98857 -0.485 -1.092 0.114 -0.325
C -4.07355 -0.62126 -1.55988 0.938 -1.770 -1.380 0.401
O -4.64845 0.24132 -1.07575 -1.721 2.544 1.855 -0.265
F -4.43461 -1.02489 -2.79465 0.738 -0.573 0.019 -0.315
C -3.00338 -0.45776 1.43731 2.285 -1.974 -2.805 -0.201
O -3.89339 0.10792 1.89915 -2.180 2.104 1.699 -0.522
O -1.65728 -0.26368 1.69814 -0.259 -0.073 -0.254 -0.346
C -1.11992 -1.59076 1.86171 0.025 -1.197 1.677 0.050
C 0.40718 -1.77810 1.86821 0.073 -0.152 -0.191 -1.104
N 1.08116 -1.19108 3.03529 -0.473 0.387 -0.659 -0.491
C -2.04136 -2.59343 1.06890 0.810 0.981 -0.962 -0.133
C -1.40292 -3.59763 0.08722 0.380 -0.744 -0.066 -0.312
C -1.48364 -5.08582 0.55704 0.067 -0.022 -0.839 -0.810
O -2.72371 -5.43162 1.17245 0.715 0.236 0.313 -0.482
H -4.54460 -3.04774 -0.43934 0.010 0.304 0.320 -0.021
H -5.29413 -1.73326 0.60192 0.158 -0.309 -0.285 0.649
H -4.50371 -3.14183 1.31642 0.128 0.370 -0.182 0.122
H -1.37269 -1.79570 2.92769 0.253 -0.047 -0.406 0.257
H 0.90469 -1.45921 0.93422 -0.236 0.077 0.346 0.234
H 0.58160 -2.86903 1.94445 -0.236 0.393 -0.245 0.321
H 0.81932 -1.69935 3.87538 -0.007 0.163 -0.101 0.292
H 0.73610 -0.23623 3.13389 0.359 -0.111 0.302 0.240
H -2.55060 -3.10265 1.89959 -0.140 -0.087 -0.778 0.692
H -0.32968 -3.40097 -0.10482 -0.447 0.133 0.212 0.467
H -1.87142 -3.57314 -0.91350 -0.108 0.276 0.693 -0.035
H -1.42157 -5.69709 -0.36217 -0.001 0.159 0.439 0.324
H -0.61573 -5.38540 1.17370 -0.393 0.257 0.028 0.238
H -2.61351 -5.21937 2.10982 -0.460 -0.103 -0.171 0.289
C 2.32903 1.29296 -1.64531 -0.481 0.019 0.011 0.011
O 1.31783 1.60521 -2.59742 0.096 -0.032 -0.148 -0.574
H 3.30091 1.50664 -2.08254 -0.066 -0.054 -0.075 -0.184
H 2.19344 1.90277 -0.74827 0.178 -0.121 0.112 0.453
H 2.27524 0.23170 -1.38659 0.244 0.043 0.264 -0.120
H 0.47077 1.40533 -2.18628 -0.078 0.043 -0.021 0.311
C -7.62303 -2.44578 2.64925 0.167 0.262 0.222 -0.747
O -6.35889 -1.79710 2.55029 -0.215 -0.228 0.378 -0.313
H -7.86761 -2.88244 1.68301 0.100 0.033 -0.006 0.254
H -7.57853 -3.23936 3.40294 -0.284 -0.072 -0.028 0.305
H -8.39342 -1.72173 2.92264 -0.150 -0.164 -0.006 0.288
H -6.16342 -1.41823 3.41522 0.064 0.178 -0.186 0.271
C 4.85044 -1.41280 -1.26069 0.015 0.052 0.380 -0.388
O 4.79093 -1.15392 0.14531 -0.168 0.019 0.120 -0.531
H 3.99829 -2.02945 -1.53916 -0.037 0.045 0.137 0.159
H 4.81008 -0.47079 -1.80899 0.043 -0.142 -0.223 0.160
H 5.76977 -1.93987 -1.49826 -0.087 -0.003 -0.186 0.346
H 5.55220 -0.60821 0.36626 -0.074 -0.074 -0.008 0.270
C -2.69600 4.35983 -0.89974 0.083 -0.405 0.082 -0.545
O -3.04315 3.40466 0.09504 -0.033 0.113 0.033 -0.435
H -3.18915 5.29953 -0.65909 -0.009 -0.044 0.029 0.163
H -1.61359 4.51379 -0.91207 -0.018 0.151 -0.139 0.270
H -3.03280 4.01583 -1.88156 0.054 0.183 -0.090 0.271
H -2.59924 2.58006 -0.13204 -0.115 -0.029 0.102 0.252
C 5.42748 3.83841 -2.72407 -0.018 0.120 0.411 -0.205
O 6.25674 3.90899 -1.56767 0.061 0.039 -0.021 -0.494
H 5.98501 3.36174 -3.52761 0.068 -0.003 0.090 0.270
H 4.53688 3.24672 -2.50320 -0.080 0.048 -0.220 -0.020
H 5.13842 4.84458 -3.03402 -0.092 -0.096 -0.206 0.232
H 5.74226 4.33224 -0.86933 0.036 -0.155 0.024 0.252
C -5.09682 -5.55188 4.31262 -0.180 0.242 -0.121 -0.757
O -4.73619 -4.36883 3.60601 0.032 -0.024 0.082 -0.344
H -4.19735 -6.13972 4.48351 0.006 0.051 -0.030 0.240
H -5.54481 -5.29384 5.27565 0.012 -0.168 0.053 0.328
H -5.80359 -6.14124 3.72346 0.024 -0.135 0.103 0.315
H -5.54457 -3.86074 3.46346 0.281 0.100 -0.178 0.192
C 5.72660 4.44422 2.31173 -0.210 -0.032 0.075 -0.593
O 4.70347 4.76704 1.37141 0.121 0.004 -0.154 -0.491
H 6.69074 4.67748 1.86561 -0.064 0.014 -0.056 0.290
H 5.59876 5.03443 3.22183 0.131 -0.038 0.038 0.307
H 5.69038 3.38000 2.55399 0.139 0.011 0.050 0.228
H 3.85816 4.55500 1.78187 -0.005 0.089 -0.186 0.266
C 7.29063 -1.22844 -4.25625 0.193 0.158 0.166 -0.560
O 7.24538 -0.96874 -2.85700 0.304 0.101 -0.160 -0.432
H 6.43326 -1.84514 -4.51783 -0.016 0.030 0.096 0.231
H 7.24247 -0.29061 -4.81528 -0.024 -0.088 -0.149 0.242
H 8.20947 -1.76259 -4.51147 -0.057 -0.026 -0.163 0.276
H 8.00890 -0.42244 -2.64134 -0.092 -0.046 0.016 0.261
C -2.85223 -5.21794 -3.26400 -0.318 0.133 -0.026 -0.778
O -3.45030 -4.25792 -2.39843 -0.016 -0.075 -0.077 -0.341
H -1.86895 -5.46957 -2.87105 -0.029 0.059 0.045 0.268
H -3.46467 -6.12188 -3.30460 0.135 -0.089 -0.078 0.285
H -2.74164 -4.80220 -4.26844 0.105 -0.132 -0.047 0.315
H -4.31769 -4.04633 -2.76022 0.092 0.057 0.068 0.271
C -5.74399 6.19242 1.21331 0.103 -0.411 0.066 -0.445
O -6.08070 5.22900 2.20239 -0.048 0.013 0.030 -0.516
H -6.24116 7.12894 1.45793 -0.021 -0.060 0.060 0.276
H -4.66204 6.34967 1.20237 -0.019 0.154 -0.147 0.156
H -6.08094 5.84967 0.23116 0.073 0.188 -0.097 0.222
H -5.63070 4.40914 1.96783 -0.027 0.065 0.062 0.306
C 4.57483 7.47986 -1.61371 0.084 -0.217 0.288 -0.445
O 4.20887 7.32818 -0.25088 0.036 0.020 -0.026 -0.506
H 4.11703 8.38609 -2.00508 -0.026 -0.017 0.076 0.288
H 5.66253 7.55986 -1.69698 -0.013 0.025 -0.258 0.253
H 4.21782 6.61859 -2.18418 0.052 0.131 -0.237 0.127
H 4.63052 6.51735 0.06048 -0.204 0.058 0.292 0.320
C 1.83338 -1.60002 -4.80580 -0.069 0.165 0.275 -0.623
O 2.66276 -1.52806 -3.65253 0.006 -0.119 -0.060 -0.342
H 2.39620 -2.07923 -5.60451 0.048 -0.006 0.074 0.236
H 0.93915 -2.19176 -4.59123 -0.052 0.001 -0.172 0.212
H 1.54265 -0.59529 -5.12250 -0.078 -0.058 -0.118 0.282
H 2.14750 -1.10146 -2.95946 0.100 0.051 -0.087 0.239
C 3.53803 1.42406 4.10352 -0.139 0.057 0.202 -0.399
O 2.21850 1.42003 4.63607 -0.039 0.023 -0.021 -0.504
H 3.51859 0.92697 3.13580 -0.087 -0.046 0.053 0.158
H 3.88864 2.45254 3.97499 0.139 -0.033 -0.043 0.151
H 4.21554 0.88509 4.77022 0.140 0.015 -0.125 0.325
H 2.25043 1.86114 5.49113 -0.089 -0.055 -0.083 0.288
```
Forces are in eV/Å.

Calculated values
F_max = 0.086 hartree/bohr
orbital gap = 9.8 eV
E_HOMO = -9.4 eV

***

2.
This record from OMol25 describes C5H10O in the gas phase. The level of theory is the ωB97M-V functional and the def2-TZVPD basis.

Geometry as XYZ:
```
16
Properties=species:S:1:pos:R:3:forces:R:3:nbo_charge:R:1
C 1.28075 1.45623 0.45317 0.073 -0.007 -0.035 -0.610
C -0.19307 1.23935 0.78653 -0.051 0.079 0.019 -0.391
C -0.64445 -0.21420 0.64990 0.019 -0.010 0.021 -0.430
C -0.64125 -0.69773 -0.78912 0.047 0.205 0.086 0.054
C -0.16236 -2.02438 -1.18569 0.284 -0.103 -0.042 -0.109
O -1.54887 -1.75151 -1.07974 -0.263 -0.124 -0.072 -0.493
H 1.51284 1.11975 -0.56432 -0.021 0.049 0.137 0.201
H 1.92676 0.89865 1.14174 -0.102 0.059 -0.098 0.203
H 1.55149 2.51511 0.52370 -0.030 -0.162 -0.015 0.212
H -0.81517 1.86070 0.12827 0.079 -0.057 0.084 0.196
H -0.39316 1.58268 1.80792 0.035 -0.046 -0.116 0.205
H -1.67069 -0.31771 1.02394 0.144 0.018 -0.069 0.226
H -0.01197 -0.86396 1.27048 -0.116 0.081 -0.099 0.203
H -0.62838 0.08682 -1.55204 -0.026 -0.113 0.143 0.177
H 0.20081 -2.20415 -2.19762 -0.038 0.051 0.153 0.180
H 0.23672 -2.68563 -0.41711 -0.033 0.079 -0.097 0.177
```
Forces are in eV/Å.

Calculated values
F_max = 0.006 hartree/bohr
relative energy (zero: lowest compared OMol25 entry of this formula, charge and spin) = 130.0 kJ/mol
orbital gap = 11.3 eV
E_HOMO = -10.2 eV

***

3.
This record from OMol25 describes 2 unconnected molecules or ions with the total composition C6H17NO. The level of theory is the ωB97M-V functional and the def2-TZVPD basis.

Geometry as XYZ:
```
25
Properties=species:S:1:pos:R:3:forces:R:3:nbo_charge:R:1
C 0.90901 2.83896 -0.60623 -0.601 3.759 6.432 -0.598
C 0.76455 1.73329 0.39939 2.261 -3.233 0.692 -0.409
C -0.68751 1.33459 0.65939 -0.512 2.992 0.243 -0.411
C -1.21288 0.43571 -0.44102 -0.152 0.150 -1.573 -0.227
N -1.82218 -0.93716 -0.04722 1.814 0.609 -2.581 -0.672
C -1.22855 -2.07872 -0.86643 -1.120 0.401 -0.153 -0.236
C 0.03253 -2.79086 -0.33015 0.625 -0.896 -3.221 -0.649
H 0.89012 2.48287 -1.51892 -0.669 -1.247 -4.809 0.196
H 0.05061 3.57022 -0.24496 1.599 -0.975 -1.691 0.191
H 1.85805 3.39349 -0.43356 -0.527 -0.386 -0.295 0.213
H 1.32630 0.78185 -0.02468 -1.124 1.772 0.579 0.193
H 1.37067 1.83163 1.34542 -0.946 0.611 -0.822 0.232
H -0.86658 0.79879 1.54536 0.332 -0.499 1.648 0.208
H -1.24326 2.44276 0.85279 0.830 -3.111 -0.783 0.183
H -0.29403 0.24710 -1.12494 -1.707 -0.086 0.960 0.184
H -1.87653 1.15739 -1.04839 0.210 -1.911 0.493 0.194
H -2.00950 -1.20144 0.91608 0.410 0.626 -0.202 0.374
H -2.07268 -2.69244 -1.21787 0.250 -0.551 0.994 0.198
H -0.90147 -1.78156 -1.84590 -0.152 1.339 -0.352 0.198
H 0.93353 -2.55769 -1.01922 -1.070 0.644 1.688 0.213
H 0.09040 -3.88420 -0.55007 -0.833 0.491 0.958 0.225
H 0.09403 -2.51180 0.67750 0.867 -0.165 1.525 0.198
O 2.06380 -0.49529 1.64282 -0.516 -2.093 0.110 -0.962
H 2.60790 -1.23253 2.06550 -1.505 1.230 -1.022 0.481
H 1.22367 -0.88498 1.21531 2.235 0.530 1.182 0.483
```
Forces are in eV/Å.

Calculated values
F_max = 0.145 hartree/bohr
relative energy (zero: lowest compared OMol25 entry of this formula, charge and spin) = 336.7 kJ/mol
orbital gap = 9.4 eV
E_HOMO = -8.6 eV

***

4.
This record from OMol25 describes C5H8N2O in the gas phase. The level of theory is the ωB97M-V functional and the def2-TZVPD basis.

Geometry as XYZ:
```
16
Properties=species:S:1:pos:R:3:forces:R:3:nbo_charge:R:1
H 1.26102 0.31564 -1.83644 0.239 0.697 0.063 0.350
N 0.32308 -0.02498 -1.71456 -0.907 -1.849 -1.708 -0.642
C -0.12632 0.07117 -0.56079 1.517 2.393 2.664 0.338
C -1.39283 -0.50242 0.08185 -0.012 -0.165 -1.692 0.542
C -2.04654 -1.53179 -0.79441 0.527 -2.137 1.294 -0.724
O -1.75170 -0.08587 1.14640 -0.263 -0.499 0.082 -0.484
N 0.45073 0.94377 0.40075 -2.372 -0.266 -1.169 -0.422
C 1.71697 1.53914 0.49920 1.487 -0.399 -2.721 -0.244
C 1.26317 0.57043 1.45876 -0.132 -0.607 2.512 -0.214
H -2.98980 -1.87804 -0.36611 -0.152 0.474 -0.282 0.235
H -1.40577 -2.48941 -0.73877 -0.574 1.485 -0.309 0.243
H -2.08474 -1.21792 -1.82768 -0.077 0.060 -0.151 0.256
H 1.71162 2.58852 0.53763 0.000 1.250 0.859 0.211
H 2.46341 1.20033 -0.19548 0.537 -0.283 -0.343 0.169
H 1.64385 -0.42913 1.50753 0.560 -0.419 -0.323 0.190
H 0.96386 0.93056 2.40213 -0.377 0.266 1.223 0.196
```
Forces are in eV/Å.

Calculated values
F_max = 0.076 hartree/bohr
relative energy (zero: lowest compared OMol25 entry of this formula, charge and spin) = 263.0 kJ/mol
orbital gap = 9.6 eV
E_HOMO = -9.2 eV

***

5.
This record from OMol25 describes 2 unconnected molecules or ions with the total composition C4H13N2S. The level of theory is the ωB97M-V functional and the def2-TZVPD basis.

Geometry as XYZ:
```
20
Properties=species:S:1:pos:R:3:forces:R:3:nbo_charge:R:1
C 0.70201 0.42624 2.50215 0.046 0.047 -0.235 -0.439
C 0.45757 -0.68745 1.83412 -0.123 -0.407 0.376 -0.047
N -0.85796 -1.19851 1.60711 -0.041 0.128 0.001 -0.863
H -0.09291 0.97832 2.98711 0.006 0.140 -0.061 0.206
H 1.70912 0.80368 2.56815 0.068 0.002 0.185 0.231
H 1.24401 -1.33269 1.46287 0.062 0.173 -0.242 0.210
H -1.51222 -0.79244 2.26938 -0.044 -0.038 -0.011 0.394
H -0.90730 -2.20644 1.70485 0.067 -0.010 -0.017 0.401
C -0.20696 -0.19833 -1.79641 0.066 0.198 0.054 -0.231
C 0.55268 1.08429 -1.50803 0.209 0.057 0.056 -0.562
S 2.12593 1.13782 -2.42373 -0.141 -0.028 -0.127 0.017
N -1.46765 -0.23373 -0.96838 0.088 0.022 0.023 -0.712
H 0.38952 -1.07161 -1.54570 -0.068 -0.071 0.022 0.231
H -0.50124 -0.25406 -2.83938 0.031 -0.043 -0.110 0.229
H 0.79791 1.15646 -0.44774 -0.190 0.040 -0.024 0.245
H -0.04731 1.94916 -1.80140 0.022 -0.014 0.077 0.225
H 2.91494 1.17364 -1.34776 0.053 -0.043 0.048 0.141
H -2.16290 -0.85593 -1.38036 -0.012 0.047 0.043 0.434
H -1.87360 0.70116 -0.89859 -0.051 -0.075 -0.098 0.427
H -1.26364 -0.57957 0.02174 -0.050 -0.125 0.039 0.463
```
Forces are in eV/Å.

Calculated values
F_max = 0.011 hartree/bohr
total charge = +1
relative energy (zero: lowest compared OMol25 entry of this formula, charge and spin) = 93.2 kJ/mol
orbital gap = 9.6 eV
E_HOMO = -12.8 eV